# 1
2 unconnected molecules or ions with the total composition C30H36N3O2 at a distorted geometry, computed with wB97M-V/def2-TZVPD.

Results
- E (eV) = -40251.92580
- frontier orbital gap (eV) = 4.303
- LUMO energy (eV) = -4.3
- relative energy (zero: lowest compared OMol25 entry of this formula, charge and spin) (kcal per mole) = 34.6
- M (g mol⁻¹) = 470.64

Geometry as ORCA input:
```
! RIJCOSX wB97M-V def2-TZVPD def2/J DEFGRID3
* xyz 1 1
C 4.76424 -1.24369 -3.89950
C 4.15359 -1.53906 -5.27417
C 2.67333 -1.16865 -5.38432
C 1.90675 -1.25719 -4.07413
N 0.59188 -0.96841 -4.15918
C -0.10346 -0.77585 -5.41226
C -1.58352 -0.61801 -5.03986
C -1.65739 -0.58171 -3.50523
C -0.24728 -0.90233 -2.98479
C 2.49550 -1.61471 -2.88277
C 3.94404 -1.89904 -2.76787
H 5.80173 -1.59467 -3.87470
H 4.78731 -0.15724 -3.74122
H 4.71659 -1.01251 -6.05229
H 4.24744 -2.61183 -5.48127
H 2.58210 -0.14884 -5.79711
H 2.22259 -1.81943 -6.15206
H 0.27326 0.10934 -5.94782
H 0.03881 -1.63768 -6.08603
H -1.98470 0.29562 -5.48417
H -2.13750 -1.47721 -5.43164
H -1.95211 0.41129 -3.15383
H -2.36604 -1.32040 -3.12139
H -0.24591 -1.86238 -2.43919
H 0.10941 -0.13382 -2.27942
H 1.89903 -1.75500 -1.97700
H 4.13329 -2.98641 -2.77166
H 4.30175 -1.53081 -1.79750
C -6.92508 3.73310 1.00599
O -5.69515 4.48262 0.91414
C -4.60761 4.02914 1.59834
C -3.43806 4.80783 1.47661
C -2.28812 4.43992 2.14657
C -2.25659 3.24470 2.87124
N -1.07790 2.93269 3.57594
C -0.46158 1.70994 3.68333
C -0.62845 0.65502 2.66750
C -0.10568 -0.68534 2.96204
C 0.09788 -1.57834 1.95558
C 0.82898 -2.82295 2.11757
C 1.28120 -3.55088 0.98459
C 2.11925 -4.65597 1.12928
C 2.48974 -5.09582 2.41177
C 2.00156 -4.42687 3.54323
C 1.17100 -3.31126 3.40385
O -1.16490 0.92820 1.57248
N 0.64134 1.91304 4.44505
C 1.69689 0.95997 4.73810
C 0.65167 3.22089 4.92658
C -0.39121 3.86050 4.36622
C -3.39724 2.44366 2.97747
C -4.59050 2.85136 2.38292
H -7.62485 4.29395 0.38421
H -6.79051 2.71619 0.60922
H -7.28272 3.69588 2.04528
H -3.47995 5.69762 0.85766
H -1.39818 5.06584 2.07905
H 0.08229 -0.91060 4.01689
H -0.25082 -1.34180 0.94554
H 0.96331 -3.21242 -0.00529
H 2.47867 -5.18366 0.24311
H 3.14348 -5.96244 2.52751
H 2.26664 -4.76942 4.54496
H 0.78117 -2.80067 4.28752
H 2.54000 1.52914 5.14827
H 1.37905 0.22358 5.49062
H 2.02055 0.42799 3.83289
H 1.42653 3.58309 5.58332
H -0.70005 4.88731 4.44916
H -3.37630 1.51588 3.54977
H -5.49452 2.26006 2.52630
*
```

# 2
A molecular structure, C30H37BNO5PSi at a distorted geometry, computed with wB97M-V/def2-TZVPD.

Results
- E (eV) = -61285.33375
- frontier orbital gap (eV) = 8.764
- LUMO energy (eV) = -0.3
- M (g mol⁻¹) = 561.50

Geometry as ORCA input:
```
! RIJCOSX wB97M-V def2-TZVPD def2/J DEFGRID3
* xyz 0 1
N -5.20178 -1.14133 0.14872
P -5.25460 -0.81639 -1.39950
O -5.49175 0.82841 -1.69880
O -6.42403 -1.71801 -2.21473
Si -3.26382 -1.29711 -2.27340
O -1.99899 -0.83479 -1.25209
B -2.04884 0.51521 -0.88645
O -2.00367 1.53021 -1.85613
O -2.16666 0.82096 0.48207
H -5.94607 -1.81078 0.32764
H -5.26596 0.92145 -2.62571
H -5.99679 -2.00785 -3.02015
H -3.18061 -0.56797 -3.55957
H -3.23184 -2.75168 -2.48012
H -2.77663 2.07603 -1.76996
H -3.11119 0.85942 0.63775
C -1.18448 -4.62212 -7.04560
C -0.74126 -3.30685 -7.10208
C -0.42841 -2.62787 -5.93142
C -0.55082 -3.26795 -4.70444
C -0.99121 -4.58426 -4.64792
C -1.31160 -5.26042 -5.81820
H -1.43053 -5.15011 -7.95797
H -0.63976 -2.81074 -8.05886
H -0.08839 -1.60097 -5.97479
H -0.30175 -2.74010 -3.79142
H -1.08450 -5.08305 -3.69131
H -1.65873 -6.28475 -5.77407
C 2.99132 2.48319 2.14274
C 2.48687 1.98237 3.33648
C 1.21152 1.43294 3.37647
C 0.44273 1.37596 2.22056
C 0.94805 1.87638 1.02728
C 2.22057 2.43326 0.98814
H 3.98509 2.91217 2.11149
H 3.08905 2.01909 4.23659
H 0.81733 1.04600 4.30742
H -0.54716 0.94308 2.24892
H 0.34907 1.83275 0.12606
H 2.61240 2.82593 0.05826
C 8.78596 0.95284 2.36222
C 8.06086 -0.07023 1.76471
C 6.69871 -0.19085 2.00812
C 6.05971 0.71723 2.84295
C 6.78427 1.74218 3.43778
C 8.14800 1.85820 3.20067
H 9.84813 1.04486 2.17460
H 8.55780 -0.77417 1.10929
H 6.13455 -0.99167 1.54670
H 4.99755 0.62587 3.02899
H 6.28559 2.45116 4.08741
H 8.71339 2.65418 3.66830
C 2.66080 -3.19840 2.21431
C 1.94457 -4.38879 2.21318
C 0.70207 -4.45176 1.59521
C 0.17930 -3.32604 0.97042
C 0.89713 -2.13743 0.96864
C 2.13601 -2.07157 1.59386
H 3.62781 -3.14851 2.69926
H 2.35449 -5.26747 2.69513
H 0.14106 -5.37779 1.60033
H -0.78781 -3.37438 0.48556
H 0.49019 -1.26046 0.48147
H 2.69171 -1.14118 1.59715
C -3.04786 5.01819 1.21649
C -3.76542 3.99305 0.61459
C -5.12818 3.86232 0.85110
C -5.77616 4.76519 1.68465
C -5.05997 5.79311 2.28396
C -3.69544 5.91750 2.05325
H -1.98516 5.11531 1.03433
H -3.25989 3.29264 -0.03725
H -5.68515 3.05743 0.38622
H -6.83862 4.66692 1.86677
H -5.56528 6.49737 2.93250
H -3.13689 6.71543 2.52526
*
```

# 3
7 unconnected molecules or ions with the total composition C30H37F4N10O at a distorted geometry, computed with wB97M-V/def2-TZVPD.

Results
- E (eV) = -59517.14761
- frontier orbital gap (eV) = 2.754
- LUMO energy (eV) = -6.3
- M (g mol⁻¹) = 629.69

Geometry as ORCA input:
```
! RIJCOSX wB97M-V def2-TZVPD def2/J DEFGRID3
* xyz 1 1
N -4.61937 3.15352 -1.98391
C -3.33082 3.37480 -2.25224
N -2.25425 3.71870 -1.35100
C -1.24733 2.64576 -1.70389
N -1.26122 1.59552 -0.68015
C -0.12781 1.41059 -0.19760
O 0.91412 1.00432 0.11049
C -1.59681 2.30167 -3.19788
C -1.76371 0.84815 -3.72143
F -3.05654 0.55800 -4.07822
F -1.37504 -0.10917 -2.85937
C -0.86010 0.65977 -5.02256
F -1.36534 -0.39533 -5.69729
F 0.36660 0.29322 -4.55656
N -2.72978 3.24969 -3.50348
H -4.86317 2.26955 -1.53391
H -5.33537 3.80668 -2.28957
H -1.79366 4.52601 -1.79042
H -0.23206 3.08365 -1.73638
H -0.76790 2.72949 -3.80364
H -0.79893 1.56878 -5.64743
H -3.43452 2.91118 -4.16517
N 3.83278 -2.42503 1.97640
C 3.90807 -2.00872 3.27826
C 3.15458 -0.87124 3.40214
C 2.59881 -0.59175 2.12665
C 3.03347 -1.56994 1.26829
H 4.29353 -3.23472 1.59890
H 4.49059 -2.55592 4.00081
H 3.01656 -0.30225 4.30737
H 1.95663 0.22850 1.87070
H 2.84438 -1.72990 0.21889
N 6.57756 -5.05988 -1.53618
C 5.86613 -4.73466 -0.41193
C 6.44989 -5.36628 0.65519
C 7.55978 -6.09729 0.15760
C 7.61431 -5.88744 -1.19529
H 6.37138 -4.74135 -2.46634
H 5.00796 -4.08433 -0.47100
H 6.11949 -5.31017 1.68051
H 8.24090 -6.70745 0.72794
H 8.29779 -6.25448 -1.94298
N 4.70457 2.05317 1.15330
C 5.50389 1.51276 2.12211
C 6.54531 2.37612 2.33904
C 6.36528 3.48492 1.47094
C 5.21989 3.25834 0.75376
H 3.86852 1.62986 0.79220
H 5.26324 0.56235 2.56964
H 7.34797 2.22935 3.04385
H 7.00338 4.34957 1.38303
H 4.72948 3.84699 -0.00443
N -7.77426 0.59318 -1.05569
C -7.36637 0.45587 0.24710
C -8.23046 1.16954 1.03526
C -9.19977 1.75595 0.17926
C -8.89470 1.38157 -1.10292
H -7.32358 0.17830 -1.85158
H -6.50000 -0.13509 0.49754
H -8.17551 1.25982 2.10824
H -10.02801 2.38058 0.47248
H -9.37463 1.60666 -2.04135
N 8.42236 -1.82770 -0.46699
C 7.64437 -0.97773 0.27390
C 8.42911 0.07194 0.67512
C 9.72997 -0.15040 0.15198
C 9.69360 -1.32800 -0.54862
H 8.10751 -2.68650 -0.88465
H 6.60282 -1.19370 0.45230
H 8.10493 0.90542 1.27567
H 10.59442 0.48201 0.27589
H 10.45990 -1.85239 -1.09568
N -12.16715 -1.24614 2.14408
C -13.05701 -0.95003 3.14170
C -12.66034 0.22416 3.72559
C -11.48793 0.65659 3.05105
C -11.21088 -0.26966 2.07965
H -12.21022 -2.05501 1.55089
H -13.89162 -1.59900 3.34940
H -13.15620 0.71898 4.54494
H -10.91409 1.54677 3.25577
H -10.41936 -0.31964 1.35189
*
```

# 4
A molecular structure, C30H37GeN4PbS5, computed with wB97M-V/def2-TZVPD.

Results
- E (eV) = -153596.15047
- frontier orbital gap (alpha / beta) (eV) = 6.242 / 3.737
- LUMO energy (alpha / beta) (eV) = -5.6 / -8.0
- relative energy (zero: lowest compared OMol25 entry of this formula, charge and spin) (kcal per mole) = 22.8
- M (g mol⁻¹) = 893.80

Geometry as ORCA input:
```
! RIJCOSX wB97M-V def2-TZVPD def2/J DEFGRID3
* xyz 2 2
Pb 0.77506 -0.19250 -0.69206
N -0.96549 -1.67844 -1.50547
C -1.85790 -2.38495 -1.72070
N -2.82536 -3.23065 -1.93149
C -4.24565 -2.83846 -1.84178
C -4.88526 -2.89475 -3.22086
C -4.64902 -4.25096 -3.89066
C -3.16045 -4.60573 -3.92769
C -2.56375 -4.55820 -2.53159
H -4.30842 -1.84725 -1.39685
H -4.72841 -3.54698 -1.16539
H -4.46911 -2.09745 -3.84447
H -5.95417 -2.70139 -3.11527
H -5.04844 -4.22993 -4.90442
H -5.19598 -5.02794 -3.34781
H -2.62698 -3.89916 -4.57057
H -3.01021 -5.60336 -4.34306
H -1.49278 -4.74546 -2.51647
H -3.04598 -5.29219 -1.88217
C 4.21513 -1.48114 4.39011
C 3.40579 -0.35404 4.43817
C 2.24684 -0.30014 3.67205
C 1.86385 -1.36118 2.84244
C 2.68892 -2.48787 2.81961
C 3.85045 -2.54808 3.58366
Ge 0.21776 -1.32350 1.76756
C -1.25560 -0.67917 2.86266
C -1.14670 -0.51311 4.24423
C -2.25559 -0.14926 5.00393
C -3.48579 0.04593 4.39399
C -3.60959 -0.11790 3.02026
C -2.50163 -0.47235 2.26321
C -0.17046 -3.14283 1.18208
C -1.29273 -3.83094 1.64293
C -1.55224 -5.13191 1.22053
C -0.69092 -5.76147 0.33284
C 0.42901 -5.08753 -0.14017
C 0.67995 -3.78775 0.27977
H 5.11332 -1.53333 4.99201
H 3.66775 0.47073 5.09065
H 1.60118 0.56875 3.77377
H 2.41797 -3.34302 2.21315
H 4.46571 -3.43872 3.55591
H -0.20530 -0.69940 4.74577
H -2.15966 -0.03584 6.07648
H -4.34942 0.31645 4.98790
H -4.57097 0.02531 2.54278
H -2.60786 -0.59050 1.18772
H -1.97036 -3.35471 2.34269
H -2.42035 -5.65862 1.59781
H -0.88388 -6.77965 0.01804
H 1.10941 -5.57904 -0.82528
H 1.56005 -3.27613 -0.10583
C 3.03462 3.75486 -3.00874
S 1.55085 3.70833 -1.96157
C 0.34362 3.05638 -3.02228
C -0.72147 2.24455 -2.56657
S -1.07772 1.79397 -0.98296
S -1.77639 1.69569 -3.79439
C -1.01194 2.45674 -5.14803
S -1.51029 2.32909 -6.67864
S 0.37139 3.40212 -4.68038
H 3.79480 4.26574 -2.42122
H 2.86956 4.32721 -3.91700
H 3.35349 2.74162 -3.23729
N 1.85822 4.83206 2.00910
C 1.28966 3.67555 2.81418
C 0.85815 2.53874 1.90813
N 1.89899 1.83441 1.16965
H 1.87276 5.69901 2.54991
H 1.30177 4.99284 1.16474
H 2.81676 4.63674 1.71321
H 0.43776 4.06809 3.36633
H 2.06130 3.37121 3.51909
H 0.11080 2.90044 1.19422
H 0.34191 1.82170 2.55015
H 2.54911 1.35547 1.78767
H 2.40383 2.41539 0.50938
*
```